[1]
Formula: C5H34NO11S
Source: the OMol25 dataset
Level of theory: ωB97M-V with the def2-TZVPD basis set

Computed properties:
Highest occupied orbital energy ... -4.3349 eV
Charge ... -1
DFT total energy ... -40586.022 eV
Frontier orbital gap ... 6.88 eV
Maximum force ... 3.0 eV/A

XYZ file:
```
52
Properties=species:S:1:pos:R:3:nbo_charge:R:1
C 0.045 0.390 2.176 -0.4594
C -1.084 -0.184 3.021 -0.5244
S -2.324 -1.082 2.023 -0.7166
C 1.523 0.169 2.700 -0.2302
N 2.192 -0.854 1.880 -0.4427
C 3.628 -0.906 2.317 -0.4329
C 1.626 -2.194 2.183 -0.4547
H -0.151 1.466 2.058 0.2097
H -0.093 0.148 1.097 0.2333
H -0.718 -0.892 3.795 0.1826
H -1.524 0.613 3.607 0.1889
H 1.364 -0.061 3.802 0.1614
H 2.071 1.069 2.661 0.1919
H 3.850 -0.671 3.350 0.1816
H 4.009 -0.125 1.650 0.1999
H 4.049 -1.854 1.932 0.1957
H 0.571 -2.109 2.063 0.2140
H 2.060 -3.013 1.615 0.2004
H 1.609 -2.322 3.285 0.1857
H -2.115 0.076 -2.232 0.4760
H -1.206 0.758 -1.288 0.4966
O -1.806 0.982 -2.028 -0.9839
H -2.882 4.720 -1.620 0.5018
H -2.725 4.058 -3.004 0.4832
O -2.564 4.876 -2.524 -0.9659
H 3.798 -0.654 -3.755 0.4895
H 3.395 -1.266 -4.960 0.4527
O 4.230 -0.961 -4.577 -0.9547
H -2.427 -1.439 -0.144 0.5113
H -3.774 -1.666 -0.868 0.4857
O -2.830 -1.601 -1.036 -1.0366
H 1.461 -0.169 -3.363 0.4913
H 1.963 0.369 -2.051 0.5083
O 2.292 0.138 -2.942 -0.9875
H -1.818 -3.164 -1.277 0.4961
H -0.867 -4.135 -0.502 0.4713
O -1.151 -3.859 -1.382 -0.9866
H 5.171 2.254 -3.034 0.4690
H 3.867 1.664 -2.422 0.4834
O 4.403 2.463 -2.495 -0.9537
H -3.703 1.972 -0.658 0.4983
H -4.162 2.893 0.469 0.4713
O -4.109 2.833 -0.490 -0.9707
H -0.803 4.454 -1.997 0.4924
H 0.594 4.486 -1.282 0.4599
O -0.315 4.183 -1.174 -0.9724
H -1.183 -3.005 3.126 0.4912
H -1.595 -3.121 4.470 0.4627
O -0.924 -3.547 3.901 -0.9747
H 0.548 -0.881 0.119 0.5125
H -0.429 -1.210 -1.141 0.4949
O 0.112 -0.564 -0.681 -0.9971
```



[2]
Formula: C4H8N2O
Source: the OMol25 dataset
Level of theory: ωB97M-V with the def2-TZVPD basis set

Computed properties:
Highest occupied orbital energy ... -8.5304 eV
DFT total energy ... -9302.443 eV
Frontier orbital gap ... 9.36 eV
Maximum force ... 2.4 eV/A

XYZ file:
```
15
Properties=species:S:1:pos:R:3:nbo_charge:R:1
C 1.694 -0.706 -0.018 -0.1020
N 0.834 0.332 0.343 -0.6220
C -0.541 -0.105 0.119 -0.1917
C -1.480 1.086 0.219 -0.0604
O -1.522 1.647 1.515 -0.7117
C -0.601 -0.951 -1.211 0.1087
N 0.629 -1.337 -1.333 -0.6103
H 2.726 -0.333 -0.215 0.2051
H 1.742 -1.520 0.722 0.1863
H 1.152 -1.908 -1.986 0.4012
H 1.025 1.137 -0.248 0.3618
H -0.800 -0.828 0.909 0.2140
H -2.492 0.760 -0.023 0.1999
H -1.186 1.840 -0.533 0.1501
H -0.610 1.724 1.826 0.4710
```



[3]
Formula: H41O20
Source: the OMol25 dataset
Level of theory: ωB97M-V with the def2-TZVPD basis set

Computed properties:
Highest occupied orbital energy (spin up / spin down) ... -15.7004 / -15.6974 eV
Charge ... +2
Expectation value of S² ... 0.757
DFT total energy ... -41595.716 eV
Frontier orbital gap (spin up / spin down) ... 9.66 / 2.06 eV
Maximum force ... 1.7 eV/A
2S+1 ... 2

XYZ file:
```
61
Properties=species:S:1:pos:R:3:lowdin_spin:R:1
O 2.960 -0.042 1.768 0.0000
H 4.619 -0.479 -3.509 0.0000
O -4.035 -2.813 -1.494 0.4282
H -4.486 -2.163 -2.067 0.0025
H -6.151 0.881 0.622 0.0000
O 1.402 -0.553 -0.190 -0.0002
H 1.894 -0.222 -0.959 0.0000
H 0.426 -0.463 -0.321 0.0000
O -1.467 -3.122 -2.090 0.2496
H -1.093 -3.956 -1.760 -0.0002
H 1.367 3.432 -3.665 0.0001
O -3.850 -1.931 3.635 0.0010
H 1.479 -1.661 4.130 0.0000
H -1.625 -3.261 -3.036 -0.0020
O 1.352 -1.354 3.208 0.0000
H -0.500 0.732 -3.639 0.0017
H -4.810 -1.851 3.751 0.0000
O -1.165 -0.222 -0.726 0.0017
H 4.543 0.181 -2.099 0.0000
H -0.457 2.296 -4.060 0.0026
O 0.989 1.352 2.693 0.0000
H 1.534 2.010 2.236 0.0000
H 0.446 0.957 2.002 0.0000
O 2.954 -4.281 -1.026 0.0793
H 2.884 -3.324 -0.917 0.0000
H -3.758 -1.376 2.844 0.0000
O -3.140 1.072 3.679 0.0015
H -3.596 0.589 4.379 0.0000
H -3.612 1.889 3.487 0.0000
O 2.273 4.657 -0.308 0.0002
H 1.890 5.462 -0.656 0.0000
H -1.471 -1.096 -1.005 -0.0007
O 0.375 -3.088 4.757 0.0000
H -0.098 -3.584 4.092 0.0000
H 0.834 -3.555 5.455 0.0000
O 1.824 0.616 -2.846 0.0018
H 1.161 -0.024 -2.592 -0.0002
H 2.673 0.255 -3.133 0.0000
O 4.052 1.697 -1.772 0.0000
H -3.339 -2.276 -1.078 -0.0033
H 4.919 2.098 -1.927 0.0000
O 4.533 -0.702 -2.575 0.0002
H 2.509 4.065 -1.022 0.0000
H 3.479 -0.843 1.921 0.0000
O 0.619 3.787 -3.178 0.0009
H -0.385 1.982 -0.938 -0.0002
H 0.409 3.193 -2.451 -0.0002
O 0.200 2.388 -0.279 -0.0001
H -0.084 3.306 -0.411 0.0000
H 3.479 2.043 -2.465 0.0000
O -0.908 1.444 -4.126 0.2126
H 2.329 -0.249 0.974 0.0000
H -1.824 -0.078 -0.010 -0.0003
O -5.210 1.116 0.530 0.0025
H 2.230 0.097 2.525 0.0000
H -5.161 0.887 -0.413 -0.0001
O -3.008 -0.136 1.361 0.0215
H -3.955 -0.216 1.108 -0.0006
H -3.064 0.081 2.337 0.0000
H 0.391 -1.282 3.200 0.0000
H 3.222 -4.362 -1.951 0.0002
```



[4]
Formula: C12H36B3O6S3V
Source: the OMol25 dataset
Level of theory: ωB97M-V with the def2-TZVPD basis set

Computed properties:
Highest occupied orbital energy (spin up / spin down) ... -8.6107 / -9.5950 eV
Expectation value of S² ... 2.009
DFT total energy ... -85528.294 eV
Frontier orbital gap (spin up / spin down) ... 8.59 / 9.99 eV
Maximum force ... 2.6 eV/A
2S+1 ... 3

XYZ file:
```
61
Properties=species:S:1:pos:R:3:lowdin_spin:R:1
V -0.294 -0.168 -0.468 1.8437
B 1.353 -1.492 -0.097 0.0290
H 1.649 -0.631 -0.758 -0.0053
H 2.244 -2.198 0.103 -0.0002
H 0.884 -1.040 0.822 0.0055
H 0.601 -2.096 -0.685 0.0148
B -2.021 -1.503 -0.224 0.0237
H -2.440 -0.471 -0.031 0.0029
H -1.304 -1.776 0.604 0.0123
H -2.866 -2.290 -0.228 0.0025
H -1.507 -1.450 -1.230 -0.0030
B -1.321 1.539 -1.359 0.0313
H -1.918 2.396 -1.853 -0.0025
H -1.457 1.649 -0.245 0.0132
H -1.684 0.540 -1.724 0.0041
H -0.236 1.679 -1.639 0.0022
C -1.302 -1.655 3.949 0.0002
C -0.549 -0.727 4.933 0.0000
C -0.541 0.698 4.357 -0.0002
S -1.568 0.730 2.852 0.0004
O -0.723 0.529 1.682 -0.0005
O -2.468 1.855 2.927 0.0000
C -2.403 -0.832 3.227 0.0017
H -1.737 -2.537 4.415 0.0000
H -0.679 -2.026 3.130 0.0002
H 0.434 -1.113 5.180 0.0000
H -1.197 -0.720 5.808 0.0000
H 0.368 1.257 4.143 0.0000
H -1.135 1.333 5.016 0.0000
H -2.882 -1.268 2.353 0.0008
H -3.228 -0.684 3.929 0.0002
C 4.686 1.553 1.413 0.0001
C 4.501 2.455 0.181 0.0000
C 3.184 3.218 0.372 0.0007
S 2.059 2.030 1.163 0.0018
O 1.186 1.366 0.224 0.0052
O 1.559 2.666 2.362 0.0004
C 3.355 0.821 1.560 0.0009
H 4.895 2.111 2.328 0.0000
H 5.496 0.857 1.201 0.0000
H 4.450 1.807 -0.701 0.0000
H 5.405 3.045 0.034 0.0000
H 2.786 3.864 -0.398 0.0000
H 3.427 3.760 1.293 0.0001
H 3.306 0.039 0.799 0.0006
H 3.190 0.297 2.500 0.0001
C -2.383 -2.116 -4.572 0.0002
C -2.793 -0.684 -4.258 0.0008
C -1.571 0.219 -4.438 0.0017
S -0.177 -0.788 -3.872 0.0028
O 0.122 -0.512 -2.481 0.0051
O 0.888 -0.739 -4.825 -0.0011
C -1.016 -2.383 -3.954 0.0015
H -2.367 -2.203 -5.666 0.0000
H -3.126 -2.852 -4.272 0.0001
H -3.113 -0.623 -3.211 0.0006
H -3.661 -0.342 -4.818 0.0000
H -1.465 1.252 -4.123 0.0006
H -1.326 0.218 -5.508 0.0002
H -1.233 -2.703 -2.929 0.0004
H -0.338 -3.162 -4.293 0.0002
```